1:
Molecular formula: C7H12N
Method: DFT, ωB97M-V/def2-TZVPD

- HOMO level: -13.11 eV

```
! RIJCOSX wB97M-V def2-TZVPD def2/J DEFGRID3
* xyz 1 1
C -2.42343 0.16291 -0.56374
C -2.05089 0.19729 -1.87975
C 1.84046 -0.00856 0.99650
C 1.64971 0.45550 -0.40939
C 0.62865 0.82736 1.40691
C 0.16220 0.85272 -0.07942
C -0.92980 -0.08574 -0.36161
N -0.75051 -1.53314 -0.16869
H -3.12818 0.55949 0.06293
H -1.90417 0.21226 -2.93514
H 1.43796 -1.05404 1.08163
H 2.87624 0.11053 1.45972
H 2.35617 1.16288 -0.63239
H 1.58649 -0.35581 -1.12570
H 0.19146 0.45409 2.29374
H 0.84474 1.95655 1.41994
H -0.14798 1.81095 -0.51807
H -0.35948 -2.06088 -0.84408
H -1.70765 -2.08112 0.08768
H -0.17199 -1.58325 0.70893
*
```

2:
Molecular formula: C7H12N
Method: DFT, ωB97M-V/def2-TZVPD

- SMILES: C=CC([NH3+])=C1CCC1
- HOMO level: -12.91 eV

```
! RIJCOSX wB97M-V def2-TZVPD def2/J DEFGRID3
* xyz 1 1
C 2.37953 -1.90188 -0.99334
C 1.24284 -1.70881 -0.34388
C -0.79770 1.38901 0.41474
C -2.39031 1.24138 0.20523
C -2.38378 -0.33480 0.12616
C 0.75868 -0.46256 0.28181
C -0.59473 -0.06491 0.30692
N 1.76456 0.57726 0.38465
H 2.66453 -2.84566 -1.44633
H 3.14424 -1.10719 -0.97741
H 0.41762 -2.47471 -0.56099
H -0.27251 1.96787 -0.41539
H -0.76136 1.72575 1.49779
H -3.10082 1.61770 0.97358
H -2.72484 1.79780 -0.76908
H -2.32884 -0.80705 -0.87252
H -2.79393 -0.95567 0.91304
H 2.55589 0.20362 0.92192
H 1.25411 1.25211 0.94540
H 1.96680 0.89075 -0.59231
*
```

The winner here is 2, beating the second structure by 0.0722 hartree.

1:
Molecular formula: C20H22N2O3S
Method: DFT, ωB97M-V/def2-TZVPD

- SMILES: C[C@H]1C(=O)N2CCCc3cc(S(=O)(=O)N(C)Cc4ccccc4)cc1c32
- HOMO level: -8.41 eV

```
! RIJCOSX wB97M-V def2-TZVPD def2/J DEFGRID3
* xyz 0 1
C 3.53433 3.28691 0.32080
H 2.93213 3.49321 1.20150
H 4.03655 4.19866 0.00734
H 4.28614 2.54458 0.57942
C 2.65116 2.77109 -0.81699
C 2.06435 1.41512 -0.55571
C 1.22239 0.91721 0.41404
C 0.89299 -0.43058 0.35227
C 1.36237 -1.27494 -0.63881
C 2.21501 -0.79271 -1.62336
C 2.54423 0.55088 -1.54116
N 3.37055 1.21930 -2.41650
C 3.48662 2.54233 -2.08607
O 4.13814 3.35599 -2.69393
C 4.00020 0.51298 -3.50594
C 3.09816 -0.64461 -3.93774
H 3.58604 -1.19704 -4.74076
H 2.16001 -0.23888 -4.32209
C 2.79423 -1.58187 -2.76207
H 2.10017 -2.36437 -3.07165
H 3.71622 -2.07002 -2.43288
H 4.16617 1.21973 -4.32277
H 4.97470 0.13005 -3.17869
H 1.06566 -2.31138 -0.61561
S -0.25875 -1.07800 1.55675
O -0.20473 -0.25181 2.72868
O -0.04183 -2.49062 1.68667
N -1.70427 -0.81455 0.78751
C -2.25866 -1.85750 -0.03352
H -2.34535 -1.52332 -1.07245
H -3.24399 -2.16138 0.32919
H -1.58766 -2.71041 0.02302
C -2.57827 0.25219 1.21952
C -3.71374 -0.25700 2.07177
C -5.03287 -0.16165 1.65213
C -6.05567 -0.66588 2.43827
C -5.76474 -1.27642 3.64557
C -4.44852 -1.37971 4.06699
C -3.42716 -0.87321 3.28440
H -2.39728 -0.94835 3.60057
H -4.21892 -1.85544 5.00884
H -6.56234 -1.67179 4.25725
H -7.08008 -0.58496 2.10478
H -5.26250 0.31268 0.70784
H -2.96192 0.77873 0.33712
H -1.95562 0.93254 1.80275
H 0.82821 1.51913 1.21602
H 1.87814 3.51509 -1.03233
*
```

2:
Molecular formula: C20H22N2O3S
Method: DFT, ωB97M-V/def2-TZVPD

- SMILES: O=C(c1ccc(S(=O)(=O)N2CCCC2)cc1)N1CCCc2ccccc21
- HOMO level: -8.58 eV

```
! RIJCOSX wB97M-V def2-TZVPD def2/J DEFGRID3
* xyz 0 1
O -2.60467 -1.93401 -0.95894
C -2.13196 -0.96545 -0.40000
N -2.87349 0.05126 0.12743
C -4.28684 -0.00378 0.15049
C -4.93278 -1.20993 0.41135
C -6.31114 -1.27218 0.45933
C -7.06536 -0.12807 0.26046
C -6.42630 1.07263 0.02022
C -5.04096 1.15670 -0.03896
C -4.40156 2.49880 -0.27761
C -2.91261 2.36894 -0.57104
C -2.31005 1.35860 0.40274
H -1.22644 1.32030 0.29383
H -2.55431 1.64417 1.43221
H -2.41424 3.33365 -0.47044
H -2.75925 2.00784 -1.59006
H -4.91027 3.00439 -1.10102
H -4.54512 3.11425 0.61693
H -7.00646 1.97228 -0.12951
H -8.14339 -0.17041 0.29556
H -6.79556 -2.21589 0.65806
H -4.34917 -2.10117 0.56960
C -0.64430 -0.85963 -0.22002
C 0.18225 -0.95276 -1.33600
C 1.55696 -0.95550 -1.18058
C 2.09358 -0.88802 0.09061
C 1.28747 -0.82521 1.21020
C -0.08815 -0.81077 1.05596
H -0.73272 -0.77140 1.92188
H 1.75031 -0.79733 2.18411
S 3.87558 -0.86505 0.25876
O 4.20212 -0.84847 1.65981
O 4.44364 -1.89360 -0.56043
N 4.19346 0.61514 -0.48190
C 4.06790 1.75628 0.41762
H 3.80222 1.38522 1.40925
H 3.26875 2.41156 0.05894
C 5.43377 2.46592 0.42869
H 5.40456 3.34483 -0.21648
H 5.71819 2.77798 1.43088
C 6.38482 1.42053 -0.15438
H 7.26557 1.85922 -0.61815
H 6.69489 0.71814 0.62001
C 5.48050 0.70506 -1.15495
H 5.80960 -0.29789 -1.41864
H 5.35356 1.30036 -2.06533
H 2.22446 -1.02378 -2.02416
H -0.26332 -1.02601 -2.31640
*
```

The winner here is 1, beating the second structure by 0.0226 hartree.

1:
Molecular formula: C3H5FO
Method: DFT, ωB97M-V/def2-TZVPD

- SMILES: CO/C=C\F
- HOMO level: -9.74 eV

```
! RIJCOSX wB97M-V def2-TZVPD def2/J DEFGRID3
* xyz 0 1
C -1.30945 -0.58768 0.10066
C 0.41357 0.75334 -0.31362
C 1.63691 0.33667 -0.10623
H -1.70131 -1.47769 -0.32036
H -2.22394 0.11569 0.27364
H -0.73337 -0.88178 0.96447
H 0.01868 1.65756 0.22479
H 2.31380 1.02373 0.41804
O -0.54534 -0.03483 -0.92305
F 2.13045 -0.90502 -0.31834
*
```

2:
Molecular formula: C3H5FO
Method: DFT, ωB97M-V/def2-TZVPD

- SMILES: C[C@@H](F)C=O
- HOMO level: -10.31 eV

```
! RIJCOSX wB97M-V def2-TZVPD def2/J DEFGRID3
* xyz 0 1
C 1.02418 -0.35066 -0.26319
C -0.01990 0.48339 0.33445
C -1.35753 -0.05059 0.06941
H 2.05761 0.04207 -0.10642
H 0.75841 -0.40957 -1.33874
H 1.03900 -1.42489 0.14579
H 0.08055 0.67678 1.40211
H -1.35132 -1.19351 0.17431
O -2.42151 0.45614 -0.24531
F 0.19050 1.77083 -0.17240
*
```

The winner here is 2, beating the second structure by 0.0415 hartree.

1:
Molecular formula: C8H15NO
Method: DFT, ωB97M-V/def2-TZVPD

- SMILES: CN1[C@H]2CC[C@H]1CC(O)C2
- HOMO level: -8.76 eV

```
! RIJCOSX wB97M-V def2-TZVPD def2/J DEFGRID3
* xyz 0 1
C 1.66353 -0.10849 1.59035
C 0.58826 -0.22124 -0.82193
C 1.48934 1.01857 -0.92251
C 0.42301 1.89483 -0.09548
C -0.34917 0.90598 0.74020
C -1.64575 0.09056 0.24274
C -1.40972 -1.42354 -0.24880
C -0.08747 -1.53810 -1.21087
H 2.43867 -0.87165 1.58080
H 1.28100 0.05022 2.65050
H 2.13812 0.86067 1.51989
H -0.28740 0.33178 -1.10691
H 2.53817 0.99467 -0.44394
H 1.63165 1.53707 -1.96214
H -0.16815 2.47448 -0.79884
H 1.15152 2.64553 0.41092
H -0.54980 0.96954 1.90386
H -2.38404 0.01256 1.20150
H -2.12412 0.57786 -0.63282
H -1.23714 -2.28550 0.55658
H -3.25924 -1.73477 -0.53281
H 0.51950 -2.47230 -0.99778
H -0.32272 -1.51447 -2.30297
N 0.46043 -0.33106 0.72274
O -2.49847 -1.86321 -1.04230
*
```

2:
Molecular formula: C8H15NO
Method: DFT, ωB97M-V/def2-TZVPD

- HOMO level: -9.68 eV

```
! RIJCOSX wB97M-V def2-TZVPD def2/J DEFGRID3
* xyz 0 1
C 2.25255 2.22748 0.30448
C 2.29132 1.11548 -0.72684
C 2.93831 -0.23858 -0.35732
C 1.83654 -0.94978 -1.17367
C 0.99106 0.34918 -1.11102
C -0.08860 0.33289 -0.03504
C -1.28757 -0.51041 -0.44761
C -2.46924 -0.45192 0.48618
N -2.37041 -0.61626 1.78772
H 1.86384 1.86964 1.26923
H 3.26357 2.62564 0.47760
H 1.61539 3.06028 -0.02971
H 2.75377 1.49501 -1.65107
H 3.98266 -0.39996 -0.65769
H 2.84796 -0.44670 0.71911
H 2.16191 -1.18044 -2.19700
H 1.39176 -1.85515 -0.73558
H 0.53988 0.66361 -2.06492
H 0.33622 -0.06268 0.90256
H -0.41185 1.36603 0.17038
H -1.66543 -0.20594 -1.43624
H -0.99027 -1.56541 -0.55048
O -3.47548 -1.22183 0.14143
H -1.61721 -0.07078 2.19477
H -3.57328 -1.51509 1.38311
*
```

The winner here is 2, beating the second structure by 0.1127 hartree.

1:
Molecular formula: C3H10N3O
Method: DFT, ωB97M-V/def2-TZVPD

- HOMO level: -13.83 eV

```
! RIJCOSX wB97M-V def2-TZVPD def2/J DEFGRID3
* xyz 1 1
C -0.10224 1.65854 1.02853
N -1.36240 1.76525 0.60297
C -2.29699 0.66490 0.57845
O 0.49462 0.59528 1.21291
H 0.39706 2.61610 1.21529
H -1.65509 2.69700 0.35386
H -3.23804 0.91403 1.06062
H -1.87568 -0.17515 1.12533
H -2.51341 0.33976 -0.44265
N 0.12647 -1.72573 -1.58192
C 1.42211 -1.74652 -1.36213
N 1.95430 -1.09553 -0.36013
H -0.49096 -1.22923 -0.95657
H -0.28904 -2.42367 -2.17710
H 2.07526 -2.35672 -1.97175
H 2.93503 -1.25628 -0.18353
H 1.47624 -0.29589 0.08692
*
```

2:
Molecular formula: C3H10N3O
Method: DFT, ωB97M-V/def2-TZVPD

- SMILES: C[C@H](/N=C\O)[NH2+]N
- HOMO level: -14.62 eV

```
! RIJCOSX wB97M-V def2-TZVPD def2/J DEFGRID3
* xyz 1 1
C 0.20129 0.87205 2.25571
C -0.23882 -1.47583 0.15632
C 0.10008 0.01376 -0.01639
N -0.42202 0.83625 -1.18536
N -0.31862 0.79878 1.08033
N -0.24338 0.50424 -2.60357
O 1.26657 0.24485 2.76718
H -0.35996 1.56625 2.90615
H -0.51841 -1.83872 1.12817
H 0.67789 -2.05501 -0.24327
H -1.05687 -1.71646 -0.59943
H 1.22896 0.07440 -0.17094
H -1.46955 1.00557 -0.98431
H 1.62359 -0.51981 2.32140
H -0.97855 0.08182 -3.08462
H 0.61056 -0.13820 -2.59184
H -0.10277 1.74606 -1.13553
*
```

The winner here is 1, beating the second structure by 0.1257 hartree.

1:
Molecular formula: C17H24N2O2
Method: DFT, ωB97M-V/def2-TZVPD

- SMILES: O=C1N=C(N[C@H]2[C@@H]3C[C@H]4C[C@@H](C3)C[C@@H]2C4)OC12CCCC2
- HOMO level: -9.16 eV

```
! RIJCOSX wB97M-V def2-TZVPD def2/J DEFGRID3
* xyz 0 1
O -1.54790 -4.14414 -0.37667
N -0.77212 -2.14551 0.26822
O -2.06591 -0.74087 -1.01490
C -1.34574 -2.95612 -0.57766
C -1.03539 -0.89952 -0.05144
N -0.40271 0.14994 0.34563
C -4.30163 -2.45481 -2.84035
C -3.13610 -2.69273 -3.84681
C -3.70763 -2.59100 -1.43749
C -1.96761 -2.05028 -3.04729
C 3.06647 2.98458 1.69637
C 3.26884 0.52756 1.17501
C 1.87803 2.00579 -0.32077
C 1.99503 1.26270 3.16542
C 0.51776 2.65238 1.68446
C -2.26313 -2.09893 -1.50211
C 0.83055 0.18263 1.16482
C 3.18362 1.59833 2.28855
C 1.79841 3.02217 0.79322
C 2.04439 0.58874 0.26289
C 0.68880 1.25765 2.31381
H -0.84704 1.11681 0.17005
H -4.74667 -1.48985 -2.95857
H -5.20100 -3.10997 -3.12323
H -2.89497 -3.76550 -4.06997
H -3.31082 -2.16093 -4.75968
H -4.24688 -2.08179 -0.65051
H -3.80311 -3.63336 -1.13208
H -1.73162 -0.92576 -3.39814
H -1.08768 -2.72009 -3.12256
H 4.02697 3.13746 1.20565
H 3.01632 3.63449 2.55492
H 3.28420 -0.45341 1.60530
H 4.22591 0.62838 0.61109
H 0.97202 2.23868 -0.94945
H 2.73234 2.25985 -0.97793
H 2.24014 0.35223 3.70198
H 1.85333 1.87266 4.07955
H -0.36500 2.63478 1.03585
H 0.56951 3.36882 2.55813
H 0.92226 -0.87380 1.57519
H 4.02212 1.54004 2.98815
H 1.63695 4.06372 0.45334
H 2.11422 -0.19884 -0.54316
H -0.10757 1.10684 3.00314
*
```

2:
Molecular formula: C17H24N2O2
Method: DFT, ωB97M-V/def2-TZVPD

- SMILES: CCC(=O)Nc1ccc(C(=O)CN2CCC(C)CC2)cc1
- HOMO level: -8.53 eV

```
! RIJCOSX wB97M-V def2-TZVPD def2/J DEFGRID3
* xyz 0 1
C -1.77005 -7.53110 0.71691
C -2.01717 -7.05684 -0.71583
C -1.31681 -5.73096 -0.96143
O -0.28800 -5.63367 -1.58724
N -1.97074 -4.68135 -0.37471
C -1.61610 -3.33584 -0.32987
C -2.45196 -2.46287 0.36982
C -2.14552 -1.12435 0.44996
C -0.99703 -0.60945 -0.15699
C -0.17154 -1.48741 -0.85907
C -0.47350 -2.83109 -0.94862
H 0.17053 -3.49918 -1.49516
H 0.71736 -1.13000 -1.35407
C -0.74341 0.84648 -0.01152
O -1.56339 1.57653 0.49763
C 0.59522 1.34601 -0.53006
N 0.81260 2.74934 -0.26602
C 1.03393 3.01639 1.14317
C 1.07280 4.51902 1.39439
C 2.18226 5.17367 0.57414
C 2.20424 6.68543 0.77258
H 1.25831 7.12172 0.45933
H 3.00198 7.13738 0.18684
H 2.36497 6.93082 1.82012
C 1.96086 4.80781 -0.89215
C 1.89526 3.29384 -1.06226
H 1.70906 3.05273 -2.11292
H 2.86914 2.84892 -0.77721
H 2.76516 5.20856 -1.51262
H 1.01660 5.23769 -1.22943
H 3.14722 4.76296 0.89639
H 0.11093 4.94333 1.10426
H 1.22511 4.70409 2.45943
H 0.21240 2.57613 1.70907
H 1.98197 2.55650 1.48844
H 1.39524 0.70990 -0.10194
H 0.59330 1.19716 -1.61494
H -2.78734 -0.44277 0.98775
H -3.34313 -2.84380 0.84980
H -2.82757 -4.90177 0.11520
H -1.60728 -7.78454 -1.41639
H -3.08849 -6.95595 -0.90217
H -0.70279 -7.63554 0.89649
H -2.17202 -6.82689 1.44297
H -2.24259 -8.49700 0.87796
*
```

The winner here is 2, beating the second structure by 0.0414 hartree.

1:
Molecular formula: C2H3FO2
Method: DFT, ωB97M-V/def2-TZVPD

- HOMO level: -7.79 eV

```
! RIJCOSX wB97M-V def2-TZVPD def2/J DEFGRID3
* xyz 0 1
C -1.69053 -0.04621 -0.31425
C 0.71809 -0.46320 0.02320
O -2.71006 0.13661 0.16323
O -0.60249 -0.41688 -0.63523
F 1.02883 2.50055 -0.11287
H 0.71408 -1.06177 1.05728
H 1.18812 0.52536 0.29767
H 1.35397 -1.17447 -0.47903
*
```

2:
Molecular formula: C2H3FO2
Method: DFT, ωB97M-V/def2-TZVPD

- HOMO level (alpha / beta): -10.31 / -8.47 eV

```
! RIJCOSX wB97M-V def2-TZVPD def2/J DEFGRID3
* xyz 0 1
C 0.11132 0.53539 -0.26619
C -0.83399 -0.55466 -0.08956
O 0.91802 0.11165 0.73242
O 2.17769 -0.28077 0.52645
F -1.85649 -0.21390 0.65666
H 0.66824 0.66482 -1.21157
H -0.47175 1.36238 0.07363
H -0.71305 -1.62493 -0.42184
*
```

3:
Molecular formula: C2H3FO2
Method: DFT, ωB97M-V/def2-TZVPD

- HOMO level: -10.72 eV

```
! RIJCOSX wB97M-V def2-TZVPD def2/J DEFGRID3
* xyz 0 1
C -0.52715 0.16048 -0.04494
C 0.93646 0.04435 0.03651
O -1.36406 0.75989 -0.77126
O -1.38417 0.87548 0.64927
F -1.16237 -1.93568 -0.10868
H 1.12837 1.08275 0.29129
H 1.06148 -0.51950 -0.95560
H 1.31145 -0.46777 0.90343
*
```

The winner here is 1, beating the second structure by 0.0563 hartree.

1:
Molecular formula: C2H8S2
Method: DFT, ωB97M-V/def2-TZVPD

- SMILES: CC.SS
- HOMO level: -9.63 eV

```
! RIJCOSX wB97M-V def2-TZVPD def2/J DEFGRID3
* xyz 0 1
S -0.22886 1.96414 5.18353
S -1.59574 0.55654 5.72681
H -0.75415 2.42876 4.03608
H -2.52786 1.27515 6.37597
C 0.68476 -0.06889 -2.37045
C 0.58167 -1.47458 -2.97479
H 0.66976 0.70007 -3.13691
H 1.62754 0.09236 -1.84114
H -0.13394 0.07538 -1.68135
H -0.00605 -1.46155 -3.87999
H 1.55779 -1.91481 -3.17238
H 0.12507 -2.17257 -2.26538
*
```

2:
Molecular formula: C2H8S2
Method: DFT, ωB97M-V/def2-TZVPD

- SMILES: CSS.C
- HOMO level: -8.86 eV

```
! RIJCOSX wB97M-V def2-TZVPD def2/J DEFGRID3
* xyz 0 1
C 1.21314 -0.47793 -3.18376
H 1.42751 -1.21601 -3.94995
H 0.31549 -0.83967 -2.66934
H 1.87300 -0.22459 -2.36194
H 0.90229 0.42932 -3.70486
C -0.59094 0.94095 2.81589
S -0.46989 0.82766 0.99729
S -1.87834 -0.85102 0.87075
H -0.69072 -0.03218 3.28102
H 0.34923 1.34449 3.20136
H -1.43591 1.58012 3.05379
H -1.01487 -1.48114 1.64977
*
```

The winner here is 1, beating the second structure by 0.0111 hartree.